{"formula": "C39H47Cl2FN6O5ReSi", "method": "ωB97M-V/def2-TZVPD", "elements": ["Re", "C", "Si", "C", "C", "N", "C", "C", "C", "C", "C", "C", "F", "H", "H", "H", "H", "H", "H", "H", "H", "H", "H", "H", "H", "H", "C", "C", "C", "C", "C", "O", "C", "C", "C", "C", "C", "C", "Cl", "C", "C", "C", "N", "C", "N", "C", "N", "H", "H", "H", "H", "H", "H", "H", "H", "H", "H", "H", "H", "H", "H", "H", "H", "H", "H", "H", "H", "H", "H", "Cl", "C", "C", "C", "C", "C", "C", "C", "O", "O", "H", "H", "H", "H", "C", "C", "C", "C", "N", "N", "C", "H", "H", "H", "H", "H", "H", "H", "H", "O", "C", "O", "C"], "positions_angstrom": [[0.498630, -1.851390, -0.175069], [4.775442, -3.636439, -1.331567], [3.240749, -3.924318, -0.338867], [3.106093, -3.768536, 2.469454], [3.038173, -5.694509, 0.140356], [1.779643, -3.206527, -0.955515], [1.419984, -3.663697, -2.269513], [2.116951, -4.618100, -3.014370], [1.703462, -4.998678, -4.283401], [0.571387, -4.448463, -4.862352], [-0.160266, -3.509269, -4.149835], [0.292387, -3.172911, -2.904103], [-0.455222, -2.247140, -2.164950], [5.666854, -3.651743, -0.700519], [4.760305, -2.699612, -1.887648], [4.899166, -4.449872, -2.048881], [3.708196, -4.647775, 2.664777], [2.071356, -4.025338, 2.273654], [3.171512, -3.055320, 3.280524], [3.934884, -6.075094, 0.635245], [2.891998, -6.292019, -0.762400], [2.177377, -5.879522, 0.782590], [3.004630, -5.089550, -2.614656], [2.279762, -5.739321, -4.820989], [0.254135, -4.746719, -5.851003], [-1.058070, -3.048335, -4.538510], [-2.529128, 5.999418, 3.265366], [-2.624911, 5.427079, 1.843699], [-1.440235, 5.978794, 1.042969], [-3.927385, 5.937347, 1.212263], [-2.639257, 3.867684, 1.892695], [-3.572344, 3.420125, 2.887751], [-3.091351, 3.155287, 0.598151], [-2.440870, 3.421912, -0.771116], [-2.722299, 2.292794, -1.736181], [-1.679667, 1.621487, -2.369109], [-1.912383, 0.547409, -3.220311], [-3.218538, 0.153063, -3.463380], [-3.537236, -1.183896, -4.517502], [-4.280284, 0.833989, -2.884318], [-4.025664, 1.889197, -2.021246], [-1.324173, 3.267045, 2.478270], [-0.405834, 2.647308, 1.519885], [-0.419835, 1.399502, 1.103769], [0.530219, 1.276496, 0.174956], [1.127104, 2.506280, 0.088087], [0.580501, 3.352887, 0.907116], [-2.509300, 7.087960, 3.204125], [-1.616843, 5.695615, 3.781832], [-3.374911, 5.716792, 3.890154], [-1.499497, 7.067960, 1.039328], [-1.433931, 5.655487, 0.004105], [-0.481906, 5.711406, 1.488974], [-3.950914, 7.025718, 1.265405], [-4.822566, 5.584377, 1.733106], [-4.017033, 5.661857, 0.160845], [-4.360409, 3.974068, 2.852867], [-4.161703, 3.354346, 0.518265], [-3.025531, 2.082411, 0.813879], [-1.363325, 3.547189, -0.695554], [-2.816464, 4.359507, -1.185260], [-0.658252, 1.949708, -2.216946], [-1.088743, 0.038338, -3.703861], [-5.295935, 0.541064, -3.117098], [-4.864704, 2.416005, -1.581104], [-1.626453, 2.479797, 3.165640], [-0.741034, 4.000013, 3.025987], [-1.081627, 0.621724, 1.447328], [1.944068, 2.722243, -0.579675], [6.333822, 2.375904, -1.644715], [5.907115, 0.992819, -0.722497], [6.831715, 0.445798, 0.160726], [6.483938, -0.670613, 0.892783], [5.211900, -1.234988, 0.745689], [4.292329, -0.672162, -0.136865], [4.640281, 0.437833, -0.878159], [4.951753, -2.414834, 1.552283], [5.577165, -2.931872, 2.396505], [3.600815, -3.092382, 1.246529], [7.810379, 0.892856, 0.263464], [7.190693, -1.114459, 1.581232], [3.307993, -1.100246, -0.261220], [3.943573, 0.864898, -1.585935], [-4.971856, -0.582040, 0.468085], [-3.669336, -1.223236, 0.791848], [-3.338176, -2.065613, 1.829789], [-1.996793, -2.406120, 1.653702], [-1.510679, -1.782440, 0.567820], [-2.548795, -1.051451, 0.061143], [-1.193073, -3.347899, 2.482587], [-5.760607, -1.055988, 1.047354], [-5.207334, -0.679179, -0.589320], [-4.955322, 0.478900, 0.720243], [-3.998439, -2.416410, 2.605016], [-2.471434, -0.627855, -0.857355], [-1.125942, -2.998668, 3.512773], [-0.185886, -3.464656, 2.087553], [-1.669652, -4.328268, 2.492388], [1.644633, -1.214866, 2.529439], [1.232164, -1.462100, 1.471973], [1.498983, 0.404668, -1.681440], [0.855104, 0.080044, -0.720046]], "forces_ev_per_a": [[-0.3, 0.2, -0.1], [0.1, 0.0, 0.0], [0.0, 0.0, 0.1], [0.0, 0.0, -0.1], [0.0, -0.1, 0.1], [0.0, 0.0, -0.2], [0.0, 0.0, 0.0], [0.1, -0.1, 0.0], [0.0, 0.0, 0.0], [0.0, 0.0, 0.0], [0.0, 0.0, 0.0], [0.0, 0.0, 0.0], [0.0, 0.0, 0.0], [0.0, 0.0, 0.0], [0.0, 0.0, 0.0], [0.0, 0.0, 0.0], [0.0, 0.0, 0.0], [0.0, 0.0, 0.0], [0.0, 0.0, 0.0], [0.0, 0.0, 0.0], [0.0, 0.0, 0.0], [0.0, 0.0, 0.0], [-0.1, 0.0, -0.1], [0.0, 0.0, 0.0], [0.0, 0.0, 0.0], [0.0, 0.0, 0.0], [0.0, 0.0, 0.0], [0.0, 0.0, 0.0], [0.0, 0.0, 0.0], [0.0, 0.0, 0.0], [0.0, 0.0, 0.1], [0.0, 0.0, 0.0], [0.1, 0.0, 0.0], [0.0, 0.0, 0.0], [0.0, 0.0, 0.0], [0.0, 0.0, 0.1], [0.0, 0.0, 0.0], [0.0, 0.0, 0.0], [0.0, 0.0, 0.0], [0.0, 0.0, 0.0], [0.0, 0.0, 0.0], [0.0, 0.0, -0.1], [0.0, 0.0, 0.1], [-0.1, 0.0, -0.1], [0.0, 0.0, 0.0], [0.0, 0.0, 0.0], [-0.1, 0.0, 0.0], [0.0, 0.0, 0.0], [0.0, 0.0, 0.0], [0.0, 0.0, 0.0], [0.0, 0.0, 0.0], [0.0, 0.0, 0.0], [0.0, 0.0, 0.0], [0.0, 0.0, 0.0], [0.0, 0.0, 0.0], [0.0, 0.0, 0.0], [0.0, 0.0, 0.0], [0.0, 0.0, 0.0], [0.0, 0.0, 0.0], [0.1, 0.0, 0.0], [0.0, 0.0, 0.0], [0.0, 0.0, 0.0], [0.0, 0.0, 0.0], [0.0, 0.0, 0.0], [0.0, 0.0, 0.0], [0.0, 0.0, 0.0], [0.0, 0.0, 0.0], [0.0, 0.0, 0.0], [0.0, 0.0, 0.0], [0.0, 0.0, 0.0], [0.0, 0.0, 0.0], [0.0, 0.0, 0.0], [0.0, 0.0, 0.0], [0.0, 0.0, 0.0], [0.0, 0.0, 0.0], [0.0, 0.0, 0.0], [0.0, 0.0, -0.1], [0.0, 0.0, 0.1], [0.0, -0.1, -0.1], [0.0, 0.0, 0.0], [0.0, 0.0, 0.0], [0.0, 0.0, 0.0], [0.0, 0.0, 0.0], [0.0, 0.0, 0.0], [0.0, 0.1, -0.1], [0.0, -0.1, 0.0], [0.0, 0.1, 0.0], [0.1, 0.1, 0.1], [0.0, -0.1, -0.1], [0.0, 0.0, 0.0], [0.0, 0.0, 0.0], [0.0, 0.0, -0.1], [0.0, 0.0, 0.0], [0.0, 0.0, 0.0], [0.0, 0.1, 0.0], [0.0, 0.0, 0.0], [0.0, 0.0, 0.0], [0.0, 0.0, 0.0], [0.0, 0.3, 0.0], [0.1, -0.4, 0.1], [0.0, 0.0, -0.1], [0.0, 0.0, 0.2]], "charge": 2, "orbital_gap_ev": [7.70, 7.45], "homo_ev": [-13.0, -13.5], "s_squared": 0.75, "spin_multiplicity": 2}

{"formula": "C3KLi2O3", "method": "ωB97M-V/def2-TZVPD", "elements": ["O", "C", "O", "Li", "K", "C", "C", "O", "Li"], "positions_angstrom": [[2.362150, -0.361672, 0.183295], [1.465687, 0.499296, -0.023408], [1.644362, 1.746092, -0.045329], [-0.086137, 2.398742, -0.300710], [1.849266, -2.611433, 0.264161], [0.090938, 0.005987, -0.206133], [-1.084795, -0.372367, -0.097644], [-2.252399, -0.728547, -0.083217], [-3.989072, -0.576094, 0.308988]], "forces_ev_per_a": [[-0.4, 1.3, -0.3], [1.1, -0.7, 0.5], [-0.8, 0.3, -0.2], [0.7, -0.5, 0.1], [-0.1, -0.8, 0.0], [-1.6, -0.2, 0.1], [2.5, 1.0, -0.4], [-2.1, -0.4, 0.4], [0.6, -0.2, -0.2]], "charge": 1, "orbital_gap_ev": 7.50, "homo_ev": -11.5}

{"formula": "C29H58Cl4F6O27P", "method": "ωB97M-V/def2-TZVPD", "elements": ["P", "F", "F", "F", "F", "F", "F", "C", "O", "C", "O", "O", "C", "H", "H", "H", "H", "H", "H", "C", "O", "C", "O", "O", "C", "H", "H", "H", "H", "H", "H", "C", "O", "C", "O", "O", "C", "H", "H", "H", "H", "H", "H", "C", "O", "C", "O", "O", "C", "H", "H", "H", "H", "H", "H", "C", "O", "C", "O", "O", "C", "H", "H", "H", "H", "H", "H", "C", "O", "C", "O", "O", "C", "H", "H", "H", "H", "H", "H", "C", "O", "C", "O", "O", "C", "H", "H", "H", "H", "H", "H", "C", "O", "C", "O", "O", "C", "H", "H", "H", "H", "H", "H", "C", "O", "C", "O", "O", "C", "H", "H", "H", "H", "H", "H", "C", "Cl", "Cl", "H", "H", "C", "Cl", "Cl", "H", "H"], "positions_angstrom": [[-0.418756, -0.410687, 0.349792], [0.101325, 0.784827, 1.382541], [0.709967, -1.446257, 0.957099], [-1.518981, -0.979600, 1.397180], [-1.022362, -1.577459, -0.633133], [-1.501714, 0.549826, -0.236726], [0.632054, 0.164319, -0.788325], [2.168180, -1.902605, -2.246580], [1.333454, -2.164965, -3.383072], [1.849192, -1.910398, -4.614127], [3.031545, -1.598422, -4.933576], [0.830115, -1.918713, -5.480462], [1.003825, -1.570567, -6.825514], [3.009331, -2.592697, -2.180757], [1.626409, -1.938500, -1.301428], [2.698805, -0.954856, -2.155532], [0.168259, -1.041573, -7.283870], [1.261560, -2.471794, -7.381804], [1.890005, -0.959403, -6.996572], [3.846890, 5.149106, -1.140009], [3.586614, 3.874387, -1.701781], [2.482162, 3.547390, -2.319340], [1.524577, 4.322822, -2.596857], [2.620336, 2.307857, -2.631076], [1.657530, 1.527733, -3.300391], [3.828085, 5.877147, -1.951005], [4.747776, 5.158756, -0.526491], [3.102933, 5.497878, -0.423777], [1.904097, 0.477471, -3.456096], [1.302849, 2.009672, -4.211456], [0.745806, 1.589744, -2.706234], [-0.284184, 3.452663, -0.049651], [-0.836880, 4.278982, 0.927399], [-0.204593, 5.283028, 1.622083], [-0.747221, 6.005031, 2.450932], [1.132371, 5.402216, 1.292997], [1.953742, 6.321347, 1.967792], [-1.024444, 2.725058, -0.382373], [0.702237, 3.110221, 0.263073], [-0.036918, 4.072243, -0.911669], [2.487947, 5.891116, 2.814922], [1.465684, 7.265190, 2.210808], [2.672601, 6.580246, 1.190424], [-1.775738, -0.453343, -3.241548], [-2.377825, -0.677733, -4.500427], [-2.068474, 0.125280, -5.521987], [-1.423093, 1.146913, -5.420754], [-2.686832, -0.344795, -6.647451], [-2.514236, 0.330762, -7.925169], [-1.786160, 0.620081, -3.052493], [-0.749188, -0.819226, -3.261854], [-2.351947, -0.989066, -2.487174], [-3.049356, -0.290953, -8.642950], [-1.431276, 0.364664, -8.044092], [-2.765178, 1.390680, -7.883907], [0.482446, -4.446415, 7.238810], [1.521740, -3.498542, 7.150399], [1.875543, -2.979510, 5.999902], [2.768929, -2.094798, 5.938387], [1.228227, -3.482849, 4.905827], [1.448847, -2.974612, 3.637522], [0.743960, -5.232256, 7.947449], [0.387288, -4.982259, 6.294396], [-0.502511, -3.998308, 7.369803], [2.510787, -2.818211, 3.447995], [0.880289, -2.078781, 3.387893], [1.054515, -3.740160, 2.969289], [0.723884, 2.428168, 3.970554], [0.062531, 1.361004, 4.518598], [0.866460, 0.393045, 4.900607], [2.104621, 0.397899, 4.993976], [0.140892, -0.721842, 5.221149], [-1.297621, -0.863500, 5.126366], [1.437939, 2.940971, 4.614957], [0.046283, 3.236133, 3.694589], [1.225771, 2.116418, 3.054580], [-1.797285, -0.151174, 5.782883], [-1.748646, -1.789317, 5.483485], [-1.560622, -0.638049, 4.092873], [-1.454351, -4.231039, -2.487510], [-0.335573, -4.685828, -1.857243], [-0.078634, -5.989374, -1.707837], [-0.720204, -6.987870, -2.114988], [1.051181, -6.073002, -0.967860], [1.732836, -7.321624, -0.780079], [-1.475857, -4.559352, -3.526664], [-1.486289, -3.142026, -2.453848], [-2.417902, -4.473321, -2.039205], [2.762679, -7.277457, -0.425698], [1.888476, -7.918639, -1.678662], [1.211316, -7.939185, -0.048819], [-4.888252, -1.045433, -1.725197], [-5.009032, -0.101934, -2.798333], [-5.503947, 1.114308, -2.708099], [-5.606445, 1.890193, -3.659172], [-5.840593, 1.363195, -1.435299], [-6.608010, 2.520360, -1.076923], [-4.046170, -0.726235, -1.111101], [-4.612873, -2.040509, -2.074622], [-5.799187, -1.094063, -1.128587], [-6.545937, 2.956976, -0.080122], [-7.644308, 2.236414, -1.260087], [-6.485033, 3.401034, -1.707301], [3.501913, 0.507374, 1.194757], [3.739086, 1.928239, 1.429193], [4.086414, 2.302334, 2.685342], [4.237347, 1.586584, 3.686485], [4.013911, 3.620701, 2.724565], [4.150843, 4.313179, 3.899254], [2.780520, 0.375693, 0.388321], [2.966427, 0.050374, 2.026940], [4.371251, -0.134449, 1.051870], [3.437516, 3.974452, 4.650607], [4.033498, 5.383225, 3.728008], [5.161047, 4.054631, 4.216644], [-3.626660, 1.996034, 2.152957], [-4.052536, 3.394137, 1.185973], [-2.939779, 2.580245, 3.733304], [-4.539134, 1.434175, 2.352433], [-2.853675, 1.397254, 1.671227], [-1.290443, -4.554005, 1.700707], [-1.659364, -4.100945, 3.373869], [-1.195752, -6.340213, 1.402439], [-2.103151, -4.207878, 1.062103], [-0.414343, -4.010829, 1.346422]], "forces_ev_per_a": [[0.8, -0.5, 0.7], [-0.5, -1.3, -0.5], [-0.6, 0.7, -0.7], [0.4, 0.5, 1.1], [1.3, -0.2, -0.5], [-1.4, 1.5, -0.5], [-0.4, -0.9, 0.7], [1.5, -0.3, 1.1], [0.8, 0.7, -0.8], [2.9, 1.7, -0.8], [-3.8, -1.3, 1.6], [-0.8, -0.1, 1.2], [1.8, -0.1, -1.3], [-0.3, -0.5, -0.3], [-0.6, -0.5, -0.6], [-0.5, 0.5, -1.0], [-0.3, -0.3, 0.7], [-0.5, -0.2, -0.2], [0.0, 0.3, 0.5], [-1.1, 1.0, -0.1], [1.6, 0.1, 1.4], [-3.2, 3.4, -1.1], [2.7, -2.3, 0.8], [1.2, -2.4, -0.4], [-2.7, 1.1, -0.1], [0.5, 0.1, 0.1], [0.3, -0.5, -0.7], [-0.6, -0.5, -0.3], [0.7, 0.6, 0.2], [0.6, -0.1, -0.4], [0.0, -0.5, 0.2], [1.7, 0.9, -1.6], [-0.6, 2.5, 2.9], [0.0, 0.1, 0.2], [0.8, -1.7, -1.7], [-1.9, -1.3, -0.2], [0.4, 0.9, -0.6], [0.3, -0.1, 0.7], [-0.3, -0.9, 0.2], [-0.2, 0.0, -0.2], [-0.5, 0.0, -0.1], [-0.4, -0.3, 0.3], [0.4, 0.0, 0.3], [0.4, 0.7, 0.1], [-0.6, -0.7, -1.6], [-0.5, 0.7, 0.2], [-0.1, -0.8, -0.7], [-0.1, 0.1, 0.7], [1.3, 0.0, 1.7], [0.1, -0.1, 0.3], [0.0, 0.0, 0.1], [0.1, 0.1, -0.3], [0.2, 0.4, 0.1], [0.0, -0.3, -0.8], [-0.7, -0.2, 0.0], [-0.5, -1.2, -1.4], [-0.2, -0.2, 0.8], [3.3, 3.7, -2.4], [-3.0, -3.5, 0.2], [-0.3, -0.4, 2.9], [0.4, 0.3, -1.6], [-0.1, 0.6, 0.5], [0.1, 0.0, -0.1], [0.2, 0.2, 0.6], [0.0, 0.1, 0.0], [0.2, 0.1, 0.5], [0.3, -0.1, 0.0], [1.1, 2.5, -1.6], [-0.8, -0.4, 0.6], [2.4, -1.9, 1.0], [-4.1, 0.4, -0.5], [0.3, -0.8, 0.8], [0.0, 2.0, -0.4], [0.2, -0.6, 0.4], [-0.6, -0.5, 0.0], [0.2, 0.0, 0.0], [0.2, 0.5, -0.1], [1.2, -0.6, -0.3], [-0.4, -0.3, 0.1], [-2.3, 0.9, -1.6], [1.8, -1.2, 1.6], [-1.0, -3.1, -0.4], [1.7, 3.4, 0.9], [0.7, 0.3, -0.4], [-0.4, -1.2, -0.1], [-0.1, 0.0, -0.1], [0.7, -0.1, -0.1], [0.1, -0.8, 0.4], [-0.2, 1.4, 0.3], [-0.8, 0.3, -0.4], [-0.3, 0.1, -0.1], [0.3, 0.7, 0.8], [0.3, -1.1, -1.3], [-0.3, 1.8, -0.9], [0.1, -1.7, 2.0], [0.2, 0.7, 1.2], [-1.5, 0.7, -1.4], [-0.2, 0.1, 0.3], [-0.3, 0.3, -0.7], [0.1, 0.0, -0.1], [0.8, -1.2, 0.3], [-0.2, 0.0, 0.3], [0.7, -0.4, -0.5], [-0.9, -0.5, 0.8], [0.6, -0.8, 0.4], [-1.3, -2.4, 2.3], [0.4, 1.7, -2.9], [-0.7, 0.5, -2.8], [1.1, -0.4, 1.6], [0.4, 0.7, -0.3], [0.1, 0.4, 0.5], [0.4, 0.7, -0.2], [0.0, 0.0, 0.1], [0.2, -0.3, -0.2], [0.0, 0.6, 0.8], [0.3, 0.2, 0.8], [0.0, 0.1, -0.4], [-0.4, -0.5, -0.5], [0.3, 0.0, 0.1], [-0.2, 0.2, 0.0], [-0.6, 0.1, -0.8], [0.1, -0.3, -0.3], [0.2, 0.9, 0.4], [-0.1, -0.1, 0.3], [0.3, -0.5, 0.3]], "charge": -1, "orbital_gap_ev": 9.85, "homo_ev": -7.7}

Looking at strongest force on any atom for the records above, in order, we have 0.491 2.757 5.532 eV/Å.
Looking at energy above the lowest of the compared OMol25 structures with the same formula, charge and spin for the records above, in order, we have 54.27 0.00 365.09 kJ/mol.
Looking at DFT total energy for the records above, in order, we have -98142.847 -25984.724 -161984.704 eV.